(1)
Density functional theory data (ωB97M-V/def2-TZVPD) for a structure of composition C6H24AgO10P.

The geometry in XYZ format:
```
42
Properties=species:S:1:pos:R:3:lowdin_spin:R:1
Ag 0.510 -0.443 0.094 0.2628
P 3.027 -1.224 0.892 -0.0120
O 3.107 -2.130 2.172 0.0021
O 2.033 -1.852 -0.114 0.4557
O 4.223 -1.284 -0.030 0.1481
O 2.321 0.157 1.062 0.1461
C -1.242 -0.169 3.387 0.0434
O -0.150 -0.292 2.540 0.0019
H -2.080 0.347 2.918 0.0199
H -1.664 -1.151 3.603 0.0071
H -0.940 0.344 4.300 0.0025
H 0.599 -0.528 3.092 -0.0002
C 0.810 1.597 -2.786 0.0285
O 1.297 0.999 -1.595 0.0002
H 0.702 0.788 -3.509 0.0042
H -0.168 2.076 -2.825 0.0077
H 1.570 2.302 -3.123 0.0019
H 2.246 0.869 -1.648 -0.0003
C -1.924 1.784 -0.679 0.1089
O -1.671 0.459 -0.171 0.1576
H -1.088 2.395 -0.340 0.0029
H -2.037 1.794 -1.763 0.0239
H -2.812 2.212 -0.212 0.0372
H -2.526 0.057 0.000 0.0557
C -2.165 -2.725 0.912 0.1562
O -0.884 -2.323 0.651 0.0155
H -2.334 -3.785 0.727 0.0200
H -2.373 -2.540 1.966 0.0163
H -2.900 -2.183 0.315 0.0754
H -0.345 -2.980 1.098 0.0012
C -1.103 -2.148 -2.736 0.1192
O -0.037 -1.594 -2.051 0.0135
H -0.958 -2.059 -3.812 0.0153
H -1.312 -3.206 -2.579 0.0161
H -1.945 -1.522 -2.443 0.0375
H 0.770 -1.799 -2.529 0.0005
C 1.930 3.621 0.776 0.0026
O 1.227 2.507 1.232 0.0033
H 2.803 3.862 1.384 0.0001
H 2.336 3.486 -0.226 0.0002
H 1.315 4.520 0.824 0.0012
H 1.834 1.763 1.223 0.0000
```

spin multiplicity: 3
HOMO (spin up / spin down): 2.554 / -1.067 eV
charge: -2
expectation value of S²: 2.01



(2)
Density functional theory data (ωB97M-V/def2-TZVPD) for the molecule C4H8N2O.

The geometry in XYZ format:
```
15
Properties=species:S:1:pos:R:3:mulliken_charge:R:1
N 2.265 0.412 -0.036 -0.6755
C 0.859 0.685 -0.123 0.1885
C 0.285 -0.052 -1.311 -0.1119
N -0.732 -0.788 -1.312 -0.5643
C -1.466 -0.967 -0.083 -0.3866
C -1.184 0.144 0.928 -0.4794
O 0.209 0.330 1.096 -0.3984
H 2.427 -0.579 0.142 0.2693
H 2.672 0.930 0.739 0.2567
H 0.741 1.766 -0.300 0.2826
H 0.836 0.068 -2.234 0.4023
H -1.178 -1.937 0.327 0.2912
H -2.528 -1.006 -0.338 0.3232
H -1.642 1.095 0.587 0.2990
H -1.565 -0.101 1.918 0.3032
```

HOMO: -9.090 eV
structure (SMILES): N[C@H]1C=NCCO1



(3)
Density functional theory data (ωB97M-V/def2-TZVPD) for the molecule C18H19BrN2O4S.

The geometry in XYZ format:
```
45
Properties=species:S:1:pos:R:3:mulliken_charge:R:1
C 2.311 -1.863 3.818 -1.3651
C 0.941 -1.247 3.580 -0.3347
O 0.771 -0.988 2.189 -0.1751
C -0.337 -1.449 1.589 -0.1704
O -1.185 -2.097 2.159 -0.6842
C -0.334 -1.106 0.159 -0.0511
C -0.926 -1.844 -0.808 0.8388
C -1.750 -3.068 -0.607 -1.4710
N -0.755 -1.512 -2.137 -0.5531
C 0.223 -0.768 -2.479 0.3543
S 0.456 -0.540 -4.192 -0.1265
C 2.040 0.376 -4.181 -0.5794
C 2.948 -0.180 -3.099 -1.0375
C 2.394 0.151 -1.728 0.9113
O 3.049 0.648 -0.845 -0.5981
N 1.063 -0.146 -1.563 0.1781
C 0.415 0.137 -0.285 0.1449
C -0.530 1.321 -0.408 0.5741
C -0.573 2.089 -1.557 0.1643
C -1.463 3.144 -1.670 -0.7087
Br -1.479 4.163 -3.277 -0.2318
C -2.326 3.458 -0.642 -0.6462
C -2.282 2.710 0.521 -0.5600
C -1.390 1.650 0.657 0.0724
O -1.278 0.903 1.782 -0.2015
C -2.236 1.047 2.806 -1.0783
H 2.385 -2.823 3.314 0.3208
H 2.465 -2.009 4.883 0.4192
H 3.086 -1.206 3.432 0.3103
H 0.853 -0.287 4.101 0.3049
H 0.141 -1.916 3.914 0.4133
H -2.744 -2.883 -1.008 0.3303
H -1.823 -3.318 0.445 0.3559
H -1.321 -3.897 -1.168 0.3376
H 1.841 1.438 -4.033 0.3606
H 2.464 0.232 -5.173 0.4479
H 3.036 -1.264 -3.204 0.3236
H 3.945 0.258 -3.170 0.3639
H 1.206 0.374 0.435 0.7672
H 0.088 1.882 -2.382 0.3508
H -3.021 4.278 -0.736 0.4202
H -2.948 2.969 1.327 0.4369
H -2.041 0.231 3.500 0.2541
H -2.126 2.005 3.324 0.3472
H -3.253 0.948 2.418 0.4696
```

HOMO: -8.513 eV
structure (SMILES): CCOC(=O)C1=C(C)N=C2SCCC(=O)N2[C@H]1c1cc(Br)ccc1OC



(4)
Density functional theory data (ωB97M-V/def2-TZVPD) for the molecule C5H9NOS.

The geometry in XYZ format:
```
17
Properties=species:S:1:pos:R:3:mulliken_charge:R:1
C -2.065 -0.328 -0.504 -0.9947
C -0.598 -0.739 -0.062 -0.1612
N 0.395 -1.132 -1.177 -0.5211
C 1.348 -0.165 -0.792 0.1734
O 2.607 -0.106 -0.835 -0.6259
C 0.339 0.552 0.043 1.1104
C 0.871 0.477 1.456 -1.7599
S -0.093 2.093 -0.747 -0.2523
H -2.719 -1.284 -0.746 0.3199
H -2.492 0.272 0.481 0.2108
H -1.850 0.467 -1.289 0.3227
H -0.594 -1.548 0.776 0.3302
H 0.697 -2.327 -0.861 0.3610
H 1.762 1.109 1.577 0.3292
H 1.071 -0.342 2.092 0.4541
H 0.069 0.851 2.003 0.4926
H 1.252 2.151 -1.416 0.2107
```

HOMO: -9.155 eV
structure (SMILES): C[C@H]1NC(=O)[C@@]1(C)S



(5)
Density functional theory data (ωB97M-V/def2-TZVPD) for a cluster of 2 separate species, H6N4 in total.

The geometry in XYZ format:
```
10
Properties=species:S:1:pos:R:3:mulliken_charge:R:1
N 0.249 0.701 -1.404 -0.6476
N -0.364 -1.433 0.140 -0.3740
N -0.001 0.395 1.370 -0.3765
N 0.429 -0.386 0.380 0.0139
H 0.343 1.657 -1.061 0.1889
H 1.142 0.468 -1.824 0.1953
H -0.045 -1.931 -0.678 0.2773
H -1.371 -1.259 0.124 0.2417
H -0.995 0.611 1.424 0.2282
H 0.614 1.178 1.529 0.2528
```

HOMO (spin up / spin down): -7.315 / -7.959 eV



(6)
Density functional theory data (ωB97M-V/def2-TZVPD) for the molecule C5H10IN3Si.

The geometry in XYZ format:
```
20
Properties=species:S:1:pos:R:3:mulliken_charge:R:1
C 2.408 -2.892 -0.080 -0.7611
N 1.749 -1.597 0.142 0.7318
C 0.570 -1.268 -0.471 -0.1118
C 0.121 -0.112 0.198 -0.0917
Si -1.419 1.123 0.101 0.4012
C -1.310 2.383 1.518 -0.9972
C -1.534 1.603 -1.718 -0.9653
I -3.318 -0.602 0.504 -0.2377
N 1.064 0.159 1.104 -0.1000
N 2.022 -0.714 1.043 -0.9326
H 3.386 -2.791 0.545 0.3139
H 1.727 -3.670 0.345 0.3002
H 2.554 -3.006 -1.173 0.2625
H 0.221 -1.637 -1.428 0.2885
H -1.743 3.299 1.122 0.3392
H -1.859 2.218 2.537 0.2908
H -0.238 2.709 1.761 0.3423
H -2.548 1.874 -1.847 0.3457
H -0.659 2.249 -2.035 0.3398
H -1.194 0.671 -2.169 0.2414
```

HOMO: -9.086 eV
structure (SMILES): Cn1cc([Si](C)(C)I)nn1



(7)
Density functional theory data (ωB97M-V/def2-TZVPD) for the molecule C9H8ClNO3.

The geometry in XYZ format:
```
22
Properties=species:S:1:pos:R:3:mulliken_charge:R:1
C -2.162 1.372 -1.539 0.2315
C -1.621 0.979 -0.547 -0.7646
C -1.327 0.174 0.556 0.0619
C -1.035 0.757 1.725 -0.6048
C 0.042 1.755 1.773 -0.7202
C 1.089 1.472 0.960 0.5186
Cl 2.248 2.873 1.037 -0.2412
C 1.502 0.319 0.340 -0.2493
C 0.816 -0.391 -0.620 0.0151
C 1.238 -1.780 -0.881 -0.6212
O 1.642 -1.904 -2.249 -0.5611
N -1.813 -1.174 0.421 1.0419
O -2.070 -1.495 -0.744 -0.5101
O -1.896 -1.870 1.464 -0.6207
H -2.393 1.911 -2.411 0.5072
H -1.345 0.356 2.686 0.4105
H -0.062 2.745 2.303 0.3326
H 2.470 -0.106 0.686 0.2572
H 0.055 -0.102 -1.373 0.5366
H 0.329 -2.428 -0.912 0.2223
H 1.860 -2.160 -0.124 0.4218
H 2.432 -1.302 -2.551 0.3360
```

HOMO (spin up / spin down): -9.396 / -9.397 eV
structure (SMILES): C#C\C(=C/C=C(Cl)\C=C\CO)[N+](=O)[O-]



(8)
Density functional theory data (ωB97M-V/def2-TZVPD) for a structure of composition C4H4KO3.

The geometry in XYZ format:
```
12
Properties=species:S:1:pos:R:3:mulliken_charge:R:1
O -0.450 -0.112 -0.898 -0.4616
K -2.044 -1.408 -3.029 0.9812
O -3.744 -3.533 -3.865 0.0066
C 0.189 0.905 -0.696 0.0925
C 0.884 1.195 0.598 -0.5929
H 1.868 1.628 0.354 0.2946
H 0.237 1.691 -1.475 0.3619
H 0.311 1.942 1.160 0.3361
C 1.093 -0.088 1.370 -0.6196
C 0.217 -0.552 2.241 0.5918
O -0.536 -0.954 3.029 -0.3407
H 1.974 -0.712 1.209 0.3502
```

HOMO (spin up / spin down): -11.760 / -11.760 eV
charge: +1



(9)
Density functional theory data (ωB97M-V/def2-TZVPD) for the molecule C7H13N.

The geometry in XYZ format:
```
21
Properties=species:S:1:pos:R:3:mulliken_charge:R:1
C -2.320 -3.414 -0.470 -1.2426
C -1.078 -2.662 -0.080 0.1396
C -1.095 -1.359 0.132 -0.3247
C -0.003 -0.486 0.611 -0.4008
C 0.810 0.182 -0.205 -0.2271
C 1.791 1.236 0.198 -0.9666
C 1.450 2.584 -0.464 -0.3132
N 0.588 3.431 0.385 -0.5793
H -3.155 -2.943 -0.942 0.3632
H -2.763 -3.826 0.438 0.2875
H -2.034 -4.285 -1.091 0.3158
H -0.269 -3.309 0.221 0.3667
H -2.026 -0.819 0.003 0.2704
H -0.222 -0.031 1.580 0.2781
H 0.786 0.002 -1.276 0.3441
H 2.821 0.930 -0.002 0.3628
H 1.894 1.425 1.281 0.3455
H 1.077 2.405 -1.478 0.2882
H 2.412 3.119 -0.434 0.2535
H 0.076 4.005 -0.275 0.2351
H -0.086 2.962 0.975 0.2038
```

HOMO: -9.062 eV
structure (SMILES): C/C=C/C=C/CCN



(10)
Density functional theory data (ωB97M-V/def2-TZVPD) for the molecule C3H6OS2.

The geometry in XYZ format:
```
12
Properties=species:S:1:pos:R:3:mulliken_charge:R:1
O -0.725 2.027 -0.259 -0.5439
C -0.371 0.897 -0.034 0.6492
C -1.159 -0.055 0.838 -0.5877
S -1.770 -1.236 -0.414 -0.2042
C 0.822 0.283 -0.733 -0.7486
S 2.030 -0.775 0.029 -0.1691
H -0.528 -0.487 1.609 0.3416
H -1.968 0.494 1.411 0.3011
H -0.884 -2.172 -0.144 0.1365
H 0.366 -0.268 -1.571 0.3238
H 1.278 1.203 -1.185 0.3759
H 2.911 0.090 0.452 0.1254
```

HOMO: -9.140 eV
structure (SMILES): O=C(CS)CS



(11)
Density functional theory data (ωB97M-V/def2-TZVPD) for a structure of composition C7H14OPSSn.

The geometry in XYZ format:
```
25
Properties=species:S:1:pos:R:3:mulliken_charge:R:1
C -0.176 0.674 -2.691 -0.4950
C -1.382 -0.053 -2.793 -0.5392
C -1.134 -1.415 -2.437 -0.3808
C 0.245 -1.552 -2.090 -0.3709
C 0.881 -0.301 -2.238 -0.4584
Sn -0.254 1.337 1.961 0.4797
P -1.289 3.954 0.544 -0.2737
H -0.008 1.726 -2.895 0.4790
H -2.344 0.358 -3.094 0.4222
H -1.868 -2.217 -2.429 0.4271
H 1.927 -0.063 -2.078 0.5084
H 0.732 -2.469 -1.776 0.4368
H -2.485 4.562 1.053 0.1462
H -1.590 4.059 -0.856 0.1512
H -0.439 5.104 0.653 0.1498
C 0.245 -1.715 3.294 -1.1014
S 0.114 -1.102 1.604 0.6373
C 1.857 -0.820 1.235 -0.9677
O -0.417 -2.165 0.737 -0.5623
H 0.945 -1.117 3.889 0.4320
H 0.593 -2.756 3.215 0.3849
H -0.755 -1.691 3.746 0.3904
H 2.446 -0.837 2.162 0.4218
H 2.162 -1.639 0.569 0.3033
H 1.996 0.138 0.716 0.3793
```

HOMO (spin up / spin down): -11.049 / -10.921 eV
charge: +1



(12)
Density functional theory data (ωB97M-V/def2-TZVPD) for a cluster of 2 separate species, C12H19NO2 in total.

The geometry in XYZ format:
```
34
Properties=species:S:1:pos:R:3:mulliken_charge:R:1
C 0.244 3.482 -0.928 -1.3739
C -0.720 2.329 -0.773 -0.0965
N -0.445 0.958 -1.311 0.4464
C -1.490 -0.041 -1.297 -1.5429
C 0.537 0.817 -2.226 0.6627
C 0.672 -0.429 -3.255 -1.1762
O 1.597 1.443 -2.250 -0.6634
H -0.293 4.352 -0.577 0.3909
H 0.717 3.451 -1.913 0.3741
H 1.153 3.338 -0.369 0.2812
H -0.769 2.170 0.284 0.0559
H -1.613 2.698 -1.283 0.3612
H -0.943 -0.875 -0.792 0.6150
H -2.486 0.090 -0.889 0.3118
H -1.717 -0.489 -2.277 0.4083
H 0.430 0.006 -4.212 0.3095
H 1.716 -0.676 -3.123 0.3258
H -0.071 -1.195 -3.195 0.3329
C -0.998 -3.391 1.372 -1.4127
C -0.223 -2.126 1.660 1.2508
C 1.130 -2.131 2.054 -0.8158
C 1.721 -0.923 2.348 -0.4060
C 1.060 0.287 2.130 0.3236
O 1.643 1.509 2.199 -0.5048
C -0.311 0.194 1.987 -0.5768
C -1.012 -0.967 1.688 -0.7695
H -0.440 -4.273 1.694 0.3725
H -1.008 -3.446 0.278 0.2809
H -1.999 -3.451 1.774 0.3339
H 1.580 -3.092 2.295 0.3343
H 2.787 -0.985 2.593 0.2604
H 2.547 1.372 2.497 0.3013
H -0.925 1.066 2.241 0.5037
H -2.068 -1.070 1.578 0.5015
```

HOMO: -8.337 eV
structure (SMILES): CCN(C)C(C)=O.Cc1ccc(O)cc1



no.,maximum force (eV/A)
1,3.623
2,0.662
3,0.932
4,6.393
5,2.406
6,3.594
7,5.005
8,1.036
9,1.943
10,2.931
11,2.575
12,3.738